Record 1
Density functional theory data (the ωB97M-V functional and the def2-TZVPD basis) for C19H46GaN3O6P as an isolated structure.

Results
E_HOMO   -3.15 eV
E_tot   -98871.0789 eV
Frontier orbital gap   5.041 eV
LUMO energy   0.069 Ha
Net charge   -1

CARTESIAN COORDINATES (ANGSTROEM)
C: -1.27374 2.49830 -3.61614
C: -0.20326 2.91190 -4.63662
C: 1.23819 2.74337 -4.14971
C: 1.62136 1.31400 -3.72961
C: 2.45753 1.20311 -2.44765
C: 3.95423 1.01354 -2.67330
C: 4.70204 0.77113 -1.35981
C: 4.94397 2.04295 -0.52284
Ga: 4.51618 1.82314 1.43152
C: 5.77526 0.54950 2.44349
O: 5.41053 -0.84706 2.52369
C: 4.23660 -1.06237 3.25287
P: 4.86093 3.96766 2.49183
O: 3.44834 4.74276 1.95440
O: 4.32836 3.59482 4.05632
H: -0.89155 1.77987 -2.89085
H: -2.13851 2.04101 -4.10142
H: -1.64408 3.36155 -3.06199
H: -0.33677 2.37432 -5.57986
H: -0.35680 3.96856 -4.87371
H: 1.90110 3.06429 -4.95827
H: 1.41473 3.43617 -3.32166
H: 2.17402 0.84681 -4.55176
H: 0.71266 0.72000 -3.60573
H: 2.09521 0.37481 -1.83822
H: 2.30525 2.09717 -1.83600
H: 4.37584 1.90955 -3.14762
H: 4.10200 0.17630 -3.36764
H: 4.11819 0.04045 -0.78738
H: 5.66437 0.30268 -1.58607
H: 5.97345 2.39123 -0.65067
H: 4.30627 2.85970 -0.88242
H: 2.96906 1.45274 1.68301
H: 5.91973 0.91636 3.47642
H: 6.77146 0.55050 1.99185
H: 4.25422 -2.09350 3.61723
H: 4.17436 -0.38992 4.12162
H: 3.33164 -0.90491 2.65359
H: 2.96591 5.07008 2.72394
H: 3.98954 2.68928 4.08280
C: -1.12386 -0.91959 1.31088
C: -0.08430 0.15168 1.06608
O: 0.62866 0.16424 0.07970
N: 0.04385 1.12017 2.01158
C: -0.69514 1.26012 3.24452
H: -1.08090 -1.61112 0.47277
H: -0.94252 -1.45824 2.23967
H: -2.12320 -0.48776 1.37756
H: 0.79904 1.76448 1.81461
H: -1.21200 2.22228 3.28927
H: -0.03218 1.19405 4.11032
H: -1.43775 0.47078 3.33286
C: -4.17503 -3.70635 4.13589
C: -4.02228 -2.31781 3.55729
O: -3.04544 -1.62362 3.78832
N: -4.99780 -1.87449 2.72628
C: -6.16840 -2.57606 2.23073
H: -3.30702 -3.90219 4.75764
H: -5.07950 -3.78426 4.74071
H: -4.23032 -4.45433 3.34437
H: -4.83246 -0.94066 2.38448
H: -6.09194 -2.65078 1.14797
H: -7.08608 -2.05246 2.50594
H: -6.20363 -3.58047 2.63987
C: -3.41899 -2.69443 -1.36238
C: -4.73434 -3.40271 -1.59658
O: -5.38380 -3.86525 -0.67038
N: -5.17502 -3.50824 -2.87693
C: -4.53737 -3.02148 -4.08157
H: -3.22152 -2.69939 -0.29452
H: -2.59958 -3.19659 -1.87761
H: -3.45381 -1.66217 -1.71298
H: -6.05524 -3.99126 -2.96355
H: -5.17131 -2.30105 -4.60125
H: -4.31248 -3.83945 -4.76811
H: -3.60416 -2.52745 -3.83111

Record 2
Density functional theory data (the ωB97M-V functional and the def2-TZVPD basis) for C45H44P2V as an isolated structure.

Results
E_HOMO (alpha / beta)   -7.31 / -7.41 eV
E_tot   -91632.6966 eV
Frontier orbital gap (alpha / beta)   7.292 / 7.128 eV
LUMO energy (alpha / beta)   -0.001 / -0.010 Ha
2S+1   4
Net charge   0
Energy above the lowest of the compared OMol25 structures with the same formula, charge and spin   501.2 kJ/mol

CARTESIAN COORDINATES (ANGSTROEM)
V: 0.94461 0.00158 1.39596
C: -2.47447 0.26436 4.46228
C: -2.78921 0.05163 3.16423
C: -3.18730 0.99736 2.04880
C: -2.09726 1.63162 1.09374
C: -1.04409 2.27384 1.98891
C: -1.37848 3.08028 3.04218
C: -2.37280 2.80750 4.15151
C: -2.17258 1.56749 5.13867
C: 2.57546 -1.23134 0.95213
H: -2.13789 -0.60745 5.05179
H: -2.25460 -0.87024 2.70997
H: -3.74655 1.87303 2.45638
H: -3.93508 0.37728 1.47683
H: -1.73759 0.93976 0.29123
H: -2.69611 2.41931 0.58357
H: 0.06911 2.09511 1.63175
H: -0.73024 3.97116 3.30340
H: -3.43754 2.83469 3.85672
H: -2.27355 3.74154 4.77082
H: -1.13786 1.63916 5.54076
H: -2.91357 1.72326 5.94325
H: 2.74371 -1.39697 2.06605
H: 2.87731 -0.24473 0.52696
H: 2.45181 -2.07068 0.26695
P: -0.33827 -1.57116 -2.87255
P: 1.05527 0.78142 -2.63999
C: -1.35351 -0.15450 -3.27594
C: -0.66814 1.03365 -3.24465
C: -0.52521 -2.48223 -4.55825
C: -1.36642 -2.12932 -5.64784
C: -1.90147 -3.16517 -6.44444
C: -1.35795 -4.45633 -6.37816
C: -0.13778 -4.57861 -5.70191
C: 0.28436 -3.60352 -4.80164
C: -1.32553 -2.31304 -1.49285
C: -0.71962 -2.47617 -0.22870
C: -1.31263 -3.25688 0.76928
C: -2.42502 -4.05391 0.40948
C: -3.21814 -3.60304 -0.69432
C: -2.67738 -2.67515 -1.60682
C: 1.87992 0.98723 -4.33013
C: 1.67515 0.02586 -5.33399
C: 2.15317 0.24224 -6.62336
C: 2.93793 1.36409 -6.91319
C: 3.15467 2.31537 -5.92188
C: 2.59749 2.14479 -4.65742
C: 1.46889 2.40411 -1.89785
C: 2.80278 2.53494 -1.44861
C: 3.23578 3.76300 -0.94794
C: 2.34149 4.84108 -0.84839
C: 1.04940 4.72825 -1.38297
C: 0.61161 3.51601 -1.95258
H: -2.35762 -0.31211 -3.67372
H: -1.01708 2.02751 -3.58943
H: -1.61689 -1.08603 -5.84687
H: -2.76670 -2.94946 -7.08560
H: -1.85842 -5.30510 -6.85181
H: 0.45659 -5.47159 -5.84495
H: 1.20588 -3.71016 -4.25171
H: 0.24648 -1.97302 -0.05610
H: -0.93564 -3.25062 1.81478
H: -2.62623 -5.02970 0.97204
H: -4.25820 -3.91732 -0.88647
H: -3.25590 -2.24443 -2.44326
H: 1.11876 -0.88487 -5.12081
H: 1.92369 -0.47288 -7.41202
H: 3.36057 1.49256 -7.91087
H: 3.74305 3.20343 -6.13835
H: 2.71771 2.95395 -3.94870
H: 3.48003 1.67360 -1.49622
H: 4.26241 3.87481 -0.61651
H: 2.64849 5.78508 -0.37340
H: 0.34397 5.56772 -1.36141
H: -0.38288 3.42851 -2.40873
C: 0.77515 -2.63021 7.03559
C: 0.69322 -3.05751 5.70017
C: 0.93369 -2.22444 4.61951
C: 1.21109 -0.86636 4.83928
C: 1.11010 0.04682 3.75106
C: 1.32996 1.36690 4.09466
C: 1.63556 1.75363 5.44169
C: 1.84199 0.84864 6.46466
C: 1.47754 -0.47201 6.24262
C: 1.26114 -1.35330 7.32166
H: 0.46178 -3.26197 7.87260
H: 0.38427 -4.07688 5.52412
H: 0.87598 -2.57987 3.58619
H: 1.22363 2.12597 3.30596
H: 1.68265 2.80284 5.69541
H: 2.22393 1.13794 7.43132
H: 1.38015 -0.99158 8.35634

Record 3
Density functional theory data (the ωB97M-V functional and the def2-TZVPD basis) for C27H36IO3OsP2Si as an isolated structure.

Results
E_HOMO (alpha / beta)   -16.06 / -16.03 eV
E_tot   -71723.0632 eV
Frontier orbital gap (alpha / beta)   6.202 / 4.062 eV
LUMO energy (alpha / beta)   -0.362 / -0.440 Ha
2S+1   5
Net charge   +3
Energy above the lowest of the compared OMol25 structures with the same formula, charge and spin   0.0 kJ/mol

CARTESIAN COORDINATES (ANGSTROEM)
C: 2.33743 -6.66239 1.40824
C: 1.12729 -5.91284 1.45894
H: 2.09471 -7.68567 1.74856
H: 3.09754 -6.20485 2.08069
H: 2.71734 -6.68932 0.36144
O: 0.07153 -5.45654 1.58596
I: 2.85397 -2.29447 0.15836
Os: 0.33523 -1.81728 0.53361
P: -0.03273 -2.51554 -1.64152
C: -1.75043 -2.16534 -2.09946
C: 1.03654 -1.61419 -2.80367
H: 0.63585 -1.70861 -3.81958
H: -0.46628 -4.49551 -2.90300
H: 2.04040 -2.04989 -2.76450
H: 1.22453 -4.48266 -2.21343
H: -1.98531 -1.09852 -2.01055
H: 1.11166 -0.55671 -2.52261
C: 0.16492 -4.27850 -2.02468
H: -1.91084 -2.47945 -3.13940
H: -0.18895 -4.85669 -1.15789
H: -2.42817 -2.73717 -1.45404
P: 0.91470 -1.14667 2.68241
C: -0.53328 -0.70071 3.67497
C: 1.76239 -2.37741 3.71820
H: 2.60840 0.31519 1.74212
H: 2.57470 0.36838 3.52475
H: 1.32752 1.24619 2.56871
C: 1.95099 0.34446 2.61827
H: 2.82701 -2.39331 3.46128
H: 1.58142 -2.08442 4.76697
H: -0.26943 -0.83385 4.73083
H: -1.37441 -1.36112 3.43455
H: 1.31449 -3.36331 3.51230
H: -0.83399 0.33788 3.49537
C: -1.13638 -2.79649 1.16768
O: -2.05845 -3.40302 1.58397
O: 0.37647 0.08301 -0.14093
Si: -0.21866 1.55450 -0.46284
C: -0.56361 2.55544 1.09443
C: 0.07362 3.77956 1.32564
C: -0.19133 4.50991 2.49388
C: -1.11173 4.03026 3.43543
C: -1.77620 2.81752 3.19832
C: -1.51341 2.09806 2.02098
C: 0.94393 2.59681 -1.50094
C: 0.45171 3.53888 -2.41712
C: 1.31991 4.36654 -3.14013
C: 2.69429 4.29041 -2.90190
C: 3.19415 3.38184 -1.96503
C: 2.32851 2.51990 -1.27649
C: -1.79833 1.53162 -1.46254
C: -1.74097 1.18204 -2.82014
C: -2.90421 1.15752 -3.60789
C: -4.13214 1.52044 -3.03400
C: -4.19094 1.91938 -1.69098
C: -3.02123 1.92137 -0.90933
H: 0.76274 4.17056 0.57364
H: 0.32618 5.45787 2.66159
H: -1.29475 4.58193 4.36052
H: -2.49603 2.43128 3.92573
H: -2.07010 1.17853 1.80713
H: -0.62278 3.63007 -2.58711
H: 0.92587 5.03867 -3.91208
H: 3.37889 4.91195 -3.47943
H: 4.27120 3.31571 -1.78859
H: 2.72653 1.78731 -0.57282
H: -0.77397 0.93088 -3.27678
H: -2.84480 0.85776 -4.65972
H: -5.04260 1.49706 -3.64121
H: -5.14331 2.22583 -1.24710
H: -3.06482 2.23994 0.13397

Record 4
Density functional theory data (the ωB97M-V functional and the def2-TZVPD basis) for a 2-piece molecular cluster, C4H5BrS overall.

Results
E_HOMO (alpha / beta)   -8.87 / -8.87 eV
E_tot   -85101.1037 eV
Frontier orbital gap (alpha / beta)   8.330 / 8.331 eV
LUMO energy (alpha / beta)   -0.020 / -0.020 Ha
Net charge   0
Energy above the lowest of the compared OMol25 structures with the same formula, charge and spin   400.3 kJ/mol

CARTESIAN COORDINATES (ANGSTROEM)
C: 0.22615 0.84856 -1.41030
C: 0.77662 1.49005 -2.29199
C: -0.03060 -1.32896 0.72337
C: -0.83624 -0.06836 0.44381
S: -0.75459 1.31227 1.55095
Br: 1.78829 2.34784 -3.59420
H: -0.43358 -2.12995 0.03535
H: -0.15563 -1.65512 1.80118
H: 1.07586 -1.11908 0.54201
H: -1.88822 -0.28014 0.05168
H: 0.23194 0.58290 2.14815

Record 5
Density functional theory data (the ωB97M-V functional and the def2-TZVPD basis) for C18H19BrCsN3O3S as an isolated structure.

Results
E_HOMO   0.80 eV
E_tot   -111009.0434 eV
Frontier orbital gap   3.109 eV
LUMO energy   0.144 Ha
Net charge   -2

CARTESIAN COORDINATES (ANGSTROEM)
Cs: 1.78569 -0.89840 0.20762
C: -3.49791 -2.33070 -1.94228
C: -2.05291 -2.33640 -2.42188
N: -1.22421 -1.44210 -1.59878
C: -0.13241 -0.78880 -2.33858
C: -0.64681 0.42860 -3.09428
C: -0.94451 -1.75960 -0.27728
S: -0.58751 -3.36240 0.20762
N: -0.88261 -0.97490 0.74362
C: -1.15391 0.33760 0.51562
O: -0.29661 1.15930 0.20762
C: -2.56921 0.78060 0.72102
C: -3.54971 -0.10350 1.19042
C: -4.86481 0.33230 1.36662
C: -5.20691 1.65380 1.07942
C: -4.23621 2.54210 0.61582
C: -2.92081 2.10760 0.43702
H: -4.11621 -2.94900 -2.60078
H: -3.90601 -1.31450 -1.94728
H: -3.59271 -2.72500 -0.92628
H: -2.05781 -1.99220 -3.46298
H: -1.65401 -3.35590 -2.45288
H: 0.32559 -1.49820 -3.03898
H: 0.66879 -0.46820 -1.66178
H: -1.37941 0.15010 -3.85798
H: 0.18139 0.93920 -3.59558
H: -1.12951 1.14230 -2.41988
H: -3.28921 -1.13790 1.41272
H: -5.61591 -0.36580 1.72562
H: -6.23081 1.98960 1.21672
H: -4.50031 3.57140 0.39142
H: -2.16551 2.80000 0.07272
Br: 2.93179 -0.30800 4.74532
C: 4.16089 0.32520 3.44452
C: 5.32719 0.92600 3.87212
C: 6.21519 1.38350 2.91252
C: 5.91859 1.23070 1.55322
C: 4.72959 0.61820 1.10072
N: 3.83839 0.15910 2.14862
C: 4.70569 0.60580 -0.69258
O: 5.78039 1.15950 -1.14568
O: 3.83839 0.15910 -1.58468
H: 5.54999 1.04080 4.92542
H: 7.14499 1.86250 3.20432
H: 6.64559 1.60520 0.83432
H: 4.65629 -0.89840 0.20762